Entry 1:
Density functional theory data (wB97M-V/def2-TZVPD) for C29H36N6O2Pd as an isolated structure.

Relative energy (zero: lowest compared OMol25 entry of this formula, charge and spin) (kcal per mole): 0.0
M (g/mol): 607.07

ORCA input file:
```
! wB97M-V def2-TZVPD RIJCOSX def2/J DEFGRID3
* xyz -2 1
Pd 0.8001 1.1371 -0.7682
C -0.6319 1.2839 5.5661
C -1.0202 0.5246 4.3018
C -0.0584 -0.5508 3.8871
C -0.0817 -1.7906 4.5495
C 0.7841 -2.8057 4.2068
C 1.6572 -2.6229 3.1362
C 1.6668 -1.4386 2.4076
C 2.5324 -1.2176 1.1995
C 3.6847 -0.1919 1.4110
C 0.8306 -0.3741 2.8016
N 0.8056 0.7730 2.0323
C 1.2601 1.8734 2.4921
C 1.4102 3.0699 1.7387
C 1.6716 4.3659 2.1834
C 1.6428 5.1748 1.0631
C 1.4165 4.2917 -0.0247
N 1.2998 3.0284 0.3649
H -1.4207 2.0004 5.8553
H 0.2687 1.8735 5.4534
H -0.4700 0.6309 6.4334
H -1.1130 1.2306 3.4665
H -1.9902 0.0385 4.4951
H -0.7633 -1.9265 5.3659
H 0.7588 -3.7259 4.7626
H 2.3328 -3.4246 2.8517
H 1.8901 -0.8038 0.3905
H 2.8613 -2.1788 0.8012
H 3.2904 0.8206 1.3606
H 4.4697 -0.2367 0.6310
H 4.1558 -0.2922 2.3999
H 1.5944 1.9187 3.5113
H 1.8019 4.6749 3.2259
H 1.7768 6.2578 1.0730
H 1.2865 4.5149 -1.0948
C 0.0086 -1.1818 -5.4258
C 0.2898 -0.0003 -4.4610
O 0.0827 -0.2410 -3.2696
C 0.7102 1.2952 -4.9992
C 1.1048 1.4307 -6.3447
C 1.5164 2.6345 -6.8895
C 1.6243 3.7567 -6.0520
C 1.2417 3.6672 -4.7445
C 0.7059 2.4828 -4.1314
O 0.3085 2.5024 -2.9595
H -0.4650 -1.9365 -4.8201
H 0.9270 -1.5369 -5.8186
H -0.6158 -0.8423 -6.2407
H 1.0776 0.5485 -6.9955
H 1.8329 2.7440 -7.9269
H 1.9791 4.7057 -6.4117
H 1.3253 4.5328 -4.1232
C -2.1035 -2.4036 1.5416
N -1.3884 -1.5384 0.6180
C -2.3595 -0.6178 -0.0067
N -3.4519 -1.3673 -0.6963
C -4.0846 -2.2374 0.3056
N -3.1540 -3.1784 0.9036
C -2.5575 -3.9623 -0.1833
N -1.8532 -3.1592 -1.1680
C -0.8271 -2.3582 -0.4636
C -2.8304 -2.1953 -1.7250
H -2.5116 -1.7748 2.3193
H -1.3974 -3.0819 1.9976
H -1.8256 0.0404 -0.7065
H -2.8213 -0.0126 0.7507
H -4.8692 -2.7835 -0.2238
H -4.4973 -1.5905 1.0947
H -3.3608 -4.5490 -0.6550
H -1.8309 -4.6570 0.2651
H -0.3475 -1.7001 -1.2010
H -0.0531 -3.0261 -0.0546
H -3.6112 -2.7738 -2.2201
H -2.3182 -1.5377 -2.4095
*
```

Löwdin population analysis, charges in e, atoms 1 to 6: atom 1 (Pd): 0.21, atom 2 (C): -0.11, atom 3 (C): -0.22, atom 4 (C): -0.18, atom 5 (C): -0.09, atom 6 (C): -0.13

Entry 2:
Density functional theory data (wB97M-V/def2-TZVPD) for C23H23FO2S4SbTc as an isolated structure.

M (g/mol): 698.46

ORCA input file:
```
! wB97M-V def2-TZVPD RIJCOSX def2/J DEFGRID3
* xyz 0 3
Tc 1.0472 0.1765 0.4033
C -1.9319 3.9257 1.7599
C -2.3086 2.5686 1.1731
C -3.8328 2.4389 1.0663
C -1.7533 1.3901 1.9410
C -1.1819 1.4907 3.2037
C -0.7527 0.3627 3.8861
C -0.8563 -0.9024 3.3255
C -0.4519 -2.1359 4.0669
C -1.3800 -1.0065 2.0389
C -1.8457 0.1166 1.3716
H -2.3048 4.7173 1.1138
H -0.8513 4.0279 1.8395
H -2.3778 4.0672 2.7416
H -1.8995 2.5229 0.1552
H -4.2839 2.4332 2.0559
H -4.1101 1.5188 0.5573
H -4.2436 3.2771 0.5082
H -1.0695 2.4557 3.6715
H -0.3421 0.4732 4.8789
H 0.5096 -2.4968 3.7039
H -1.1840 -2.9258 3.9115
H -0.3693 -1.9392 5.1314
H -1.5006 -1.9852 1.5927
H -2.3589 -0.0062 0.4252
S 3.1104 4.0658 -0.7657
Sb 3.9017 2.3526 0.4809
S 2.9927 0.2880 -0.7571
S 1.8081 1.6319 1.8822
O 1.0110 -0.8681 -7.6002
C 1.3039 0.2534 -6.9184
O 1.8522 1.1734 -7.4594
C 0.9011 0.2856 -5.4816
C 1.5060 1.2605 -4.6872
C 1.1513 1.4190 -3.3650
C 0.1869 0.5767 -2.8278
S -0.4378 0.7709 -1.1995
C -0.4182 -0.4057 -3.6029
C -0.0662 -0.5535 -4.9273
H 0.6236 -1.5480 -7.0342
H 2.2453 1.8961 -5.1469
H 1.6005 2.1922 -2.7596
H -1.1764 -1.0347 -3.1574
H -0.5892 -1.3008 -5.5099
F 2.2924 -5.6965 1.9550
C 2.0436 -4.4236 1.5882
C 1.1118 -4.1727 0.5974
C 0.8346 -2.8557 0.2679
C 1.4794 -1.7948 0.9029
C 2.4441 -2.0939 1.8664
C 2.7255 -3.4018 2.2223
H 0.6301 -4.9995 0.0995
H 0.1039 -2.6562 -0.5087
H 2.9953 -1.2966 2.3517
H 3.4673 -3.6286 2.9712
*
```

Löwdin population analysis, charges in e, atoms 1 to 6: atom 1 (Tc): 0.59, atom 2 (C): -0.07, atom 3 (C): -0.40, atom 4 (C): -0.06, atom 5 (C): -0.26, atom 6 (C): -0.08

Entry 3:
Density functional theory data (wB97M-V/def2-TZVPD) for one molecule with the formula C4H5NO2.

SMILES: O=CC(=O)[C@H]1CN1
Relative energy (zero: lowest compared OMol25 entry of this formula, charge and spin) (kcal per mole): 69.7
M (g/mol): 99.09

ORCA input file:
```
! wB97M-V def2-TZVPD RIJCOSX def2/J DEFGRID3
* xyz 0 1
O 0.4722 1.5514 -1.6315
C -0.5345 1.3460 -1.0443
C -0.6502 0.2475 -0.0627
O -1.7580 -0.1338 0.2632
C 0.6128 -0.1321 0.7338
C 0.5178 -1.4709 1.4801
N 1.3343 -1.2301 0.1764
H -1.4422 2.0420 -1.1830
H 1.1327 0.7292 1.0026
H 1.1939 -1.6314 2.3448
H -0.3966 -2.1378 1.5394
H 0.7838 -1.6752 -0.6339
*
```

Löwdin population analysis, charges in e, atoms 1 to 6: atom 1 (O): 0.11, atom 2 (C): -0.20, atom 3 (C): -0.32, atom 4 (O): 0.11, atom 5 (C): -0.28, atom 6 (C): -0.07

Entry 4:
Density functional theory data (wB97M-V/def2-TZVPD) for C23H40N6O4S3Si2W as an isolated structure.

Relative energy (zero: lowest compared OMol25 entry of this formula, charge and spin) (kcal per mole): 3.8
M (g/mol): 800.82

ORCA input file:
```
! wB97M-V def2-TZVPD RIJCOSX def2/J DEFGRID3
* xyz 2 1
W 0.8847 -1.1136 -0.1005
C 4.5948 0.5391 3.9506
S 4.8232 0.1397 2.2080
C 3.2488 -0.2800 1.7124
S 3.1739 -0.7452 -0.0217
N 2.2285 -0.2127 2.5131
N 1.0527 -0.5965 1.9031
C 0.0010 -0.7223 2.6266
C -1.2669 -1.0452 1.9578
C -2.4378 -1.2056 2.6694
C -3.6203 -1.4379 1.9732
C -3.5862 -1.4931 0.5916
C -2.3669 -1.3359 -0.0541
N -1.2281 -1.1277 0.6055
H 5.5982 0.6678 4.3507
H 4.0929 -0.2800 4.4572
H 4.0314 1.4617 4.0586
H 0.0527 -0.5441 3.6969
H -2.4254 -1.1460 3.7496
H -4.5515 -1.5710 2.5073
H -4.4816 -1.6693 0.0124
H -2.2931 -1.3887 -1.1328
C -4.9505 5.6505 -2.0842
C -4.2214 6.0508 -0.8106
S -2.5369 6.5320 -1.0875
O -2.4885 7.3788 -2.2420
O -1.9798 6.9452 0.1762
C -1.6797 4.9978 -1.5219
C -0.6744 4.6449 -0.4356
N -0.0454 3.3248 -0.6783
C -0.4454 2.1456 -0.1729
N 0.4112 1.1644 -0.5166
C 1.3897 1.7683 -1.2844
C 1.1096 3.0791 -1.3829
N 1.8638 4.0538 -2.1437
O 2.9360 3.6732 -2.5567
O 1.3324 5.1209 -2.3737
C -1.7001 2.0086 0.6137
H -5.9910 5.4251 -1.8555
H -4.5120 4.7661 -2.5496
H -4.9245 6.4609 -2.8086
H -4.2009 5.2692 -0.0482
H -4.6506 6.9455 -0.3536
H -1.1772 5.2096 -2.4653
H -2.4185 4.2116 -1.6832
H -1.1236 4.6319 0.5530
H 0.1197 5.3816 -0.4059
H 2.2232 1.2510 -1.7213
H -2.0816 2.9809 0.9120
H -1.5381 1.4327 1.5173
H -2.4707 1.5194 0.0167
C 3.2101 -5.1163 0.2477
Si 1.7885 -4.3119 1.1211
C 0.5182 -5.5670 1.6402
C 2.4548 -3.4617 2.6350
C 0.7429 -3.1337 -0.0352
Si 0.8848 -3.2430 -1.9499
C 2.3702 -4.0067 -2.7293
C 0.9955 -1.3952 -2.5429
C -0.7049 -3.9419 -2.5935
H 3.7160 -5.7458 0.9854
H 3.9468 -4.4048 -0.1267
H 2.8980 -5.7662 -0.5681
H 0.9717 -6.3094 2.3007
H 0.1012 -6.1000 0.7825
H -0.3078 -5.1040 2.1864
H 2.8570 -4.2541 3.2733
H 1.6999 -2.9358 3.2218
H 3.2798 -2.7825 2.4171
H -0.2729 -3.4924 0.1696
H 3.3066 -3.6137 -2.3342
H 2.3296 -3.7778 -3.7977
H 2.3744 -5.0903 -2.6252
H 2.0062 -1.0856 -2.7986
H 0.4291 -0.5681 -2.0492
H 0.4108 -1.4034 -3.4689
H -0.7831 -5.0001 -2.3334
H -0.7400 -3.8686 -3.6823
H -1.5831 -3.4376 -2.1873
*
```

Löwdin population analysis, charges in e, atoms 1 to 6: atom 1 (W): 1.25, atom 2 (C): -0.34, atom 3 (S): 0.95, atom 4 (C): -1.04, atom 5 (S): 0.64, atom 6 (N): -0.02

The following energy values (in eV) correspond, in order, to the records above: -47170.9677 -83115.1709 -9811.2925 -91701.2470.